ORCA calculation (ωB97M-V/def2-TZVPD) on an isolated molecule of C9H12N2 at a distorted geometry.

Structure (XYZ):
```
23
Properties=species:S:1:pos:R:3:forces:R:3
C 1.4471 -0.7566 0.4521 1.25 0.19 1.09
H -1.0202 -1.0283 -1.5156 -0.66 2.09 1.50
H 0.0680 -2.5102 -1.1403 0.50 -0.39 0.89
H 1.6808 1.3058 -0.3034 -0.40 -1.56 1.30
H -0.0887 2.3543 1.2040 -0.32 0.09 -0.29
H 1.1295 -2.5398 1.6936 0.29 -0.07 1.73
H -0.2510 -3.6963 0.3082 1.00 0.19 -0.87
H -0.1860 1.6680 -1.3069 -0.13 -1.56 1.49
C 0.9081 -2.0842 0.7822 0.22 1.56 -1.33
H -2.2650 0.2154 -1.2863 -0.54 0.49 0.37
C -0.2821 0.8872 -0.4285 -3.57 0.96 -1.42
C 1.0431 0.3924 -0.0816 -2.36 2.00 -1.19
C 0.3265 -2.8370 -0.1127 -2.60 -1.13 -0.70
N 5.5882 1.1569 -0.3887 -0.10 0.34 0.13
H -1.6136 -0.7518 0.2117 -0.18 1.08 -1.79
H 2.8217 0.0002 -1.2198 0.57 -0.06 0.76
C -1.4045 -0.1711 -0.7730 2.32 -2.80 0.00
C 4.5346 0.7320 -0.2159 0.92 -0.51 0.03
H -1.7735 2.2971 0.5263 0.86 -1.01 0.54
C 3.2896 0.0222 -0.2071 2.48 -0.02 -1.83
C -0.8656 1.6822 0.8021 0.68 -0.32 0.46
N 2.8009 -0.5452 0.7964 0.26 -0.65 0.35
H -0.9828 0.9229 1.6530 -0.50 1.10 -1.21
```
Positions in Å, forces in eV/Å.

Output
Energy above the lowest of the compared OMol25 structures with the same formula, charge and spin   129.7 kcal/mol
Largest force on an atom   0.077 hartree/bohr
SMILES string   C=CC(=C\C(C)C)/N=C/C#N